i.
This record from the Open Molecules 2025 dataset describes the molecule C4H8N2O2S. The level of theory is ωB97M-V with the def2-TZVPD basis set.

Each line ends with the natural charge from an NBO analysis.
Element x y z (Å)
S: -0.159 1.979 0.799  0.202
O: -1.948 -0.049 -1.263  -0.361
O: -3.163 -1.067 0.172  -0.363
N: -2.109 -0.572 -0.176  0.520
N: 0.322 -0.637 -0.123  -0.372
C: 0.305 2.207 -0.910  -0.746
C: 1.463 -1.486 -0.001  -0.408
C: -0.911 -0.771 0.614  -0.014
C: 0.097 0.224 1.014  -0.201
H: 0.679 0.080 1.906  0.218
H: 1.616 -2.046 -1.036  0.220
H: -1.019 -1.539 1.368  0.216
H: -0.339 2.991 -1.344  0.237
H: 1.456 2.503 -0.829  0.214
H: 1.278 -2.135 0.866  0.178
H: 2.297 -0.994 0.342  0.206
H: 0.136 1.312 -1.400  0.252

Net charge   0
SMILES string   CS[C@H]1[C@@H]([N+](=O)[O-])N1C
E_LUMO   0.075 eV
Orbital gap   8.86 eV

=====

ii.
This record from the Open Molecules 2025 dataset describes a cluster of 2 separate species, C4H8N2O2S in total. The level of theory is ωB97M-V with the def2-TZVPD basis set.

Each line ends with the natural charge from an NBO analysis.
Element x y z (Å)
S: 1.437 -1.794 0.265  -0.208
O: -1.370 0.572 1.420  -0.607
O: -2.418 -0.108 -0.983  -0.566
N: -2.039 -1.097 0.039  -0.331
N: 1.478 1.076 1.069  -0.719
C: 1.331 1.376 -0.215  0.167
C: 1.156 -0.889 -1.119  -0.213
C: 1.068 0.495 -1.236  -0.451
C: -1.539 -0.595 1.166  0.495
H: -1.302 -1.388 1.804  0.127
H: 1.257 0.197 1.606  0.443
H: -1.665 0.496 -1.055  0.484
H: -2.717 -1.808 0.026  0.393
H: 1.047 -1.405 -1.966  0.182
H: 0.883 0.822 -2.180  0.217
H: 1.944 1.667 1.725  0.391
H: 1.449 2.383 -0.364  0.194

Net charge   0
SMILES string   N/C=C\C=S.O=CNO
E_LUMO   -0.118 eV
Orbital gap   7.98 eV

=====

Verdict on stability: i comes out at the bottom.

=====

i.
This record from the Open Molecules 2025 dataset describes the molecule C4H7I. The level of theory is ωB97M-V with the def2-TZVPD basis set.

Each line ends with the natural charge from an NBO analysis.
Element x y z (Å)
I: -2.468 0.283 -0.126  0.113
C: 0.613 1.989 0.037  -0.712
C: -0.523 -0.611 -0.246  -0.152
C: -0.409 -2.035 -0.035  -0.719
C: 0.741 0.523 0.002  -0.140
H: -0.432 2.248 -0.470  0.241
H: -0.938 -2.595 -0.943  0.227
H: 1.462 2.557 -0.332  0.233
H: 0.584 -2.333 0.174  0.236
H: 0.599 2.346 1.094  0.236
H: 1.799 0.021 0.054  0.206
H: -1.026 -2.392 0.789  0.232

Net charge   0
SMILES string   C/C=C(/C)I
E_LUMO (alpha / beta)   0.324 / 0.383 eV
Orbital gap (alpha / beta)   8.29 / 8.25 eV

=====

ii.
This record from the Open Molecules 2025 dataset describes the molecule C4H7I. The level of theory is ωB97M-V with the def2-TZVPD basis set.

Each line ends with the natural charge from an NBO analysis.
Element x y z (Å)
I: 3.341 -0.160 -0.096  -0.063
C: 1.009 0.326 0.446  -0.178
C: 0.188 1.300 -0.245  -0.478
C: -0.157 -0.153 -0.479  -0.245
C: -1.229 -0.967 0.106  -0.611
H: -0.836 -1.958 0.089  0.217
H: 0.108 -0.679 -1.306  0.228
H: 0.754 1.828 -1.028  0.242
H: -2.018 -1.056 -0.606  0.214
H: -0.436 1.964 0.404  0.231
H: -1.698 -0.821 1.145  0.215
H: 0.974 0.376 1.572  0.228

Net charge   0
SMILES string   C[C@H]1C[C@@H]1I
E_LUMO   -0.238 eV
Orbital gap   8.94 eV

=====

Verdict on stability: i comes out at the bottom.

=====

i.
This record from the Open Molecules 2025 dataset describes the molecule C22H23N3O3S. The level of theory is ωB97M-V with the def2-TZVPD basis set.

Each line ends with the natural charge from an NBO analysis.
Element x y z (Å)
S: 0.032 -1.893 -0.732  2.319
O: -0.093 1.050 1.710  -0.645
O: 0.758 -2.524 -1.791  -0.923
O: -1.102 -2.584 -0.182  -0.955
N: -1.834 -0.375 1.680  -0.617
N: 1.064 -1.599 0.547  -0.697
N: -4.192 -1.182 0.832  -0.462
C: -0.519 -0.287 -1.319  -0.250
C: -1.415 2.150 -2.226  -0.195
C: -6.115 0.444 -0.304  -0.161
C: 3.234 -1.849 -0.476  -0.242
C: 0.396 0.716 -1.570  -0.210
C: -0.060 1.945 -2.018  -0.192
C: -1.870 -0.100 -1.535  -0.219
C: -5.005 0.994 0.313  -0.254
C: 4.098 0.541 0.673  0.005
C: 6.372 0.272 -0.374  -0.628
C: -2.830 0.663 1.552  -0.268
C: -5.251 -1.704 0.239  0.055
C: 2.806 0.084 0.883  -0.279
C: -4.059 0.136 0.866  0.225
C: 2.365 -1.109 0.317  0.201
C: -0.525 -0.090 1.715  0.662
C: 4.517 -1.383 -0.696  -0.188
C: 0.383 -1.321 1.795  -0.310
C: 4.539 1.829 1.298  -0.633
C: -6.244 -0.937 -0.349  -0.266
C: -2.320 1.127 -1.994  -0.223
C: 4.971 -0.200 -0.129  -0.029
H: -2.544 -0.918 -1.335  0.245
H: -3.375 1.282 -2.167  0.220
H: 2.126 0.677 1.475  0.248
H: 5.370 1.659 1.981  0.216
H: -5.296 -2.784 0.239  0.200
H: -6.867 1.081 -0.747  0.220
H: -0.211 -2.204 2.038  0.231
H: 6.912 0.380 0.566  0.216
H: 5.185 -1.962 -1.317  0.208
H: 2.893 -2.766 -0.924  0.243
H: 1.447 0.537 -1.413  0.239
H: -7.092 -1.403 -0.826  0.224
H: -2.401 1.507 1.000  0.238
H: 4.877 2.531 0.536  0.215
H: 3.721 2.284 1.851  0.222
H: -3.106 1.030 2.551  0.215
H: -2.170 -1.312 1.481  0.450
H: -4.866 2.063 0.366  0.222
H: -1.766 3.110 -2.574  0.215
H: 6.371 1.244 -0.868  0.216
H: 1.138 -1.161 2.568  0.242
H: 6.910 -0.433 -1.003  0.217
H: 0.643 2.743 -2.203  0.219

Net charge   0
SMILES string   Cc1ccc(N(CC(=O)NCc2ccccn2)S(=O)(=O)c2ccccc2)cc1C
E_LUMO   0.674 eV
Orbital gap   8.98 eV

=====

ii.
This record from the Open Molecules 2025 dataset describes the molecule C22H23N3O3S. The level of theory is ωB97M-V with the def2-TZVPD basis set.

Each line ends with the natural charge from an NBO analysis.
Element x y z (Å)
S: 2.043 -2.614 1.213  0.282
O: 4.531 0.378 -1.820  -0.599
O: 1.019 -1.792 -1.777  -0.547
O: -1.355 -2.765 2.032  -0.612
N: 2.195 -0.011 1.451  -0.605
N: 3.316 -0.914 -0.403  -0.445
N: -0.557 -0.664 1.587  -0.643
C: 2.288 -1.873 -2.381  -0.072
C: 2.246 2.334 1.906  -0.254
C: -3.584 1.326 -0.468  -0.049
C: 3.853 0.317 -0.816  0.675
C: -5.217 -0.392 -0.303  -0.428
C: -2.849 -0.647 0.716  -0.261
C: 3.423 -2.010 -1.346  -0.256
C: -2.353 1.925 -0.286  -0.177
C: -4.797 1.849 -1.179  -0.421
C: -1.368 1.238 0.402  -0.267
C: -3.823 0.049 0.032  0.013
C: 2.542 -1.007 0.709  0.358
C: 2.712 3.592 1.603  -0.168
C: -5.919 0.919 -0.689  -0.384
C: -1.607 -0.041 0.903  0.223
C: 2.644 1.241 1.127  0.260
C: 3.967 2.729 -0.254  -0.131
C: 0.334 -3.018 -1.658  -0.252
C: -0.475 -1.933 2.044  0.667
C: 3.576 3.793 0.527  -0.234
C: 3.504 1.445 0.037  -0.229
C: 0.916 -2.249 2.594  -0.611
H: 1.581 2.167 2.740  0.225
H: 4.385 -1.924 -1.855  0.251
H: -5.706 -0.901 0.527  0.218
H: 0.876 -3.167 3.179  0.258
H: -4.658 1.757 -2.260  0.207
H: 2.432 -0.931 -2.920  0.204
H: 0.907 -3.757 -1.091  0.169
H: -2.156 2.915 -0.670  0.210
H: 0.096 -3.428 -2.646  0.167
H: -0.590 -2.799 -1.125  0.208
H: -6.692 0.770 -1.442  0.208
H: 2.340 -2.703 -3.095  0.179
H: -3.033 -1.635 1.103  0.250
H: 4.626 2.856 -1.099  0.236
H: 0.304 -0.121 1.637  0.430
H: 3.367 -2.958 -0.809  0.217
H: 1.345 -1.430 3.168  0.260
H: -5.188 -1.084 -1.149  0.210
H: -6.387 1.353 0.196  0.201
H: -0.398 1.693 0.553  0.208
H: -4.997 2.898 -0.956  0.214
H: 3.934 4.788 0.306  0.219
H: 2.406 4.434 2.206  0.218

Net charge   0
SMILES string   COCCn1c(SCC(=O)Nc2ccc3c(c2)CCC3)nc2ccccc2c1=O
E_LUMO   0.328 eV
Orbital gap   8.36 eV

=====

Verdict on stability: i comes out at the bottom.

=====

i.
This record from the Open Molecules 2025 dataset describes the molecule C5H9IS. The level of theory is ωB97M-V with the def2-TZVPD basis set.

Each line ends with the natural charge from an NBO analysis.
Element x y z (Å)
I: 2.873 -0.097 -0.002  0.085
S: -0.708 -2.873 -0.612  0.126
C: -0.653 -2.157 0.923  -0.188
C: -0.010 1.491 -0.052  -0.415
C: -1.001 0.274 -0.141  -0.429
C: -0.520 -0.644 1.036  -0.584
C: 1.371 1.195 -0.805  -0.525
H: -0.748 -4.201 -0.254  0.129
H: 0.291 1.900 1.023  0.215
H: 1.808 2.170 -0.708  0.221
H: -0.501 2.349 -0.619  0.218
H: 1.186 0.886 -1.816  0.215
H: -2.022 0.681 0.074  0.220
H: 0.575 -0.390 1.180  0.266
H: -0.867 -0.220 -1.200  0.208
H: -1.072 -0.366 1.974  0.238

Net charge   0
E_LUMO   0.245 eV
Orbital gap   8.23 eV

=====

ii.
This record from the Open Molecules 2025 dataset describes the molecule C5H9IS. The level of theory is ωB97M-V with the def2-TZVPD basis set.

Each line ends with the natural charge from an NBO analysis.
Element x y z (Å)
I: 1.276 -1.390 -2.694  0.086
S: -0.070 0.001 1.297  0.334
C: -2.189 0.702 -0.221  -0.662
C: 1.472 -0.771 0.771  -0.520
C: 2.236 0.277 -0.111  -0.554
C: 1.943 0.311 -1.536  -0.238
C: -1.040 -0.260 -0.040  -0.433
H: -2.244 1.217 0.731  0.215
H: 1.948 -0.947 1.735  0.230
H: -1.748 1.369 -1.040  0.222
H: 1.967 1.190 0.395  0.235
H: -0.978 -1.151 -0.634  0.205
H: 1.100 -1.677 0.255  0.237
H: 1.322 1.176 -1.818  0.185
H: -3.189 0.359 -0.560  0.226
H: 3.248 0.099 0.172  0.233

Net charge   0
E_LUMO (alpha / beta)   0.386 / -0.470 eV
Orbital gap (alpha / beta)   8.68 / 6.22 eV

=====

Verdict on stability: ii comes out at the bottom.

=====

i.
This record from the Open Molecules 2025 dataset describes a structure of composition C4H12N4O. The level of theory is ωB97M-V with the def2-TZVPD basis set.

Each line ends with the natural charge from an NBO analysis.
Element x y z (Å)
O: 3.157 0.444 -0.533  -0.621
N: -1.933 0.250 0.847  -0.830
N: 0.575 1.295 -1.671  -0.650
N: 0.758 0.856 -0.322  -0.378
N: 2.087 1.901 1.010  -0.905
C: -1.640 -2.094 0.233  -0.608
C: 0.293 -0.518 -0.038  -0.250
C: -1.237 -0.653 -0.069  -0.062
C: 2.269 1.028 0.034  0.773
H: -1.316 -2.382 1.237  0.202
H: -0.406 1.223 -1.914  0.353
H: -1.190 -2.790 -0.477  0.213
H: 0.855 1.802 0.651  0.480
H: -2.724 -2.198 0.186  0.227
H: 2.889 2.295 1.486  0.397
H: 1.105 0.682 -2.291  0.355
H: -1.697 0.034 1.810  0.354
H: 0.764 -1.210 -0.745  0.202
H: -1.590 -0.414 -1.079  0.178
H: 0.655 -0.767 0.964  0.209
H: -1.675 1.216 0.680  0.360

Net charge   0
E_LUMO   0.825 eV
Orbital gap   10.50 eV

=====

ii.
This record from the Open Molecules 2025 dataset describes a structure of composition C4H12N4O. The level of theory is ωB97M-V with the def2-TZVPD basis set.

Each line ends with the natural charge from an NBO analysis.
Element x y z (Å)
O: -0.792 -0.636 2.468  -1.175
N: 0.375 -0.204 -0.919  -0.459
N: 1.521 -0.435 1.240  0.035
N: 1.475 0.392 2.155  -0.380
N: -0.875 1.310 0.390  -0.889
C: 0.128 -1.587 -1.290  -0.404
C: -0.706 0.702 -0.858  0.363
C: 1.548 0.069 -0.164  -0.109
C: -1.414 0.998 -1.954  -0.561
H: -1.159 0.576 -2.910  0.204
H: -0.961 0.610 1.152  0.435
H: -0.828 -1.685 -1.797  0.226
H: 0.447 -0.133 2.854  0.513
H: 0.910 -1.930 -1.975  0.191
H: -1.263 -1.476 2.409  0.483
H: -1.656 1.952 0.401  0.378
H: -2.295 1.617 -1.897  0.200
H: 1.743 1.148 -0.173  0.193
H: 1.284 1.381 1.880  0.349
H: 2.399 -0.449 -0.616  0.208
H: 0.119 -2.220 -0.398  0.197

Net charge   0
E_LUMO   -0.712 eV
Orbital gap   7.21 eV

=====

Verdict on stability: ii comes out at the bottom.

=====

i.
This record from the Open Molecules 2025 dataset describes a cluster of 2 separate species, C7H14NO in total. The level of theory is ωB97M-V with the def2-TZVPD basis set.

Each line ends with the natural charge from an NBO analysis.
Element x y z (Å)
O: -3.407 -0.503 0.240  -0.316
N: 0.827 -0.105 -0.541  -0.400
C: -0.286 0.079 -0.188  0.232
C: -2.521 -0.764 1.300  -0.345
C: 2.896 -0.704 0.339  -0.394
C: 2.128 -0.436 -0.912  -0.253
C: -4.773 1.121 -0.978  -0.772
C: 4.396 -0.492 0.259  -0.625
C: -3.806 0.688 0.012  0.533
H: -4.560 0.765 -1.991  0.293
H: 4.808 0.531 0.237  0.230
H: 2.447 -0.232 1.099  0.207
H: 4.898 -1.141 1.063  0.233
H: -2.604 -1.864 1.554  0.240
H: 2.833 -1.834 0.441  0.211
H: 4.644 -1.221 -0.578  0.213
H: -2.581 -0.031 2.154  0.210
H: -4.830 2.145 -1.178  0.273
H: 1.906 -1.300 -1.530  0.231
H: -1.541 -0.475 0.786  0.248
H: -5.771 0.705 -0.857  0.312
H: -3.595 1.492 0.760  0.199
H: 2.616 0.232 -1.594  0.239

Net charge   +1
E_LUMO   -5.215 eV
Orbital gap   8.88 eV

=====

ii.
This record from the Open Molecules 2025 dataset describes the ion C7H14NO with charge +1. The level of theory is ωB97M-V with the def2-TZVPD basis set.

Each line ends with the natural charge from an NBO analysis.
Element x y z (Å)
O: -1.295 1.165 -1.814  -0.454
N: 0.444 -0.368 0.027  -0.265
C: -0.131 -1.633 0.564  -0.207
C: 0.369 -0.510 -1.343  -0.255
C: -0.785 -1.731 1.941  -0.634
C: -0.322 0.355 -2.195  0.239
C: 1.876 1.627 0.024  -0.748
C: 1.071 0.590 0.628  0.258
C: -1.532 1.277 -0.358  -0.299
H: -0.091 -2.319 2.482  0.245
H: -0.756 -1.914 -0.246  0.230
H: 2.759 1.718 0.549  0.268
H: 1.052 -1.275 -1.628  0.244
H: -0.194 0.291 -3.227  0.222
H: 1.597 2.712 -0.274  0.309
H: -1.947 0.251 -0.026  0.198
H: 0.717 -2.279 0.437  0.222
H: -1.677 -2.339 1.741  0.249
H: -0.715 1.763 0.066  0.196
H: 2.089 1.282 -1.062  0.267
H: -1.035 -0.707 2.136  0.223
H: -2.620 1.543 -0.206  0.252
H: 1.127 0.502 1.783  0.241

Net charge   +1
SMILES string   C/C=[N+](\C=C/OC)CC
E_LUMO   -4.337 eV
Orbital gap   8.86 eV

=====

Verdict on stability: i comes out at the bottom.